(P)
Here is a cluster of 12 separate species, C48H60N12 in total from the Open Molecules 2025 dataset. Energies are from ωB97M-V/def2-TZVPD.

Geometry (Å):
C (13.159, -33.964, 59.209)
C (12.685, -35.493, 59.232)
C (13.280, -36.050, 58.170)
N (13.884, -35.059, 57.448)
C (13.835, -33.773, 58.007)
H (12.919, -33.397, 59.895)
H (12.032, -35.938, 59.941)
H (13.229, -37.225, 57.817)
H (14.445, -35.319, 56.494)
H (14.449, -32.854, 57.673)
C (8.773, -43.335, 54.046)
C (9.915, -43.418, 53.145)
C (10.663, -42.264, 53.342)
N (10.033, -41.517, 54.285)
C (8.828, -42.081, 54.545)
H (7.941, -44.029, 54.075)
H (10.338, -44.186, 52.341)
H (11.502, -41.922, 52.978)
H (10.410, -40.580, 54.780)
H (8.033, -41.774, 55.208)
C (9.424, -37.693, 58.755)
C (8.934, -39.194, 58.952)
C (8.274, -39.543, 57.798)
N (8.188, -38.357, 56.990)
C (8.946, -37.349, 57.506)
H (9.957, -37.106, 59.346)
H (9.182, -39.905, 59.760)
H (7.815, -40.572, 57.473)
H (7.818, -38.547, 56.071)
H (9.016, -36.379, 57.004)
C (4.522, -36.899, 60.592)
C (3.698, -36.862, 59.285)
C (4.458, -37.558, 58.294)
N (5.581, -37.906, 58.940)
C (5.714, -37.467, 60.218)
H (4.261, -36.322, 61.386)
H (2.655, -36.614, 59.059)
H (4.254, -37.523, 57.205)
H (6.223, -38.541, 58.392)
H (6.521, -37.743, 60.851)
C (8.375, -42.270, 61.849)
C (7.779, -43.628, 61.480)
C (6.453, -43.478, 61.296)
N (6.263, -42.007, 61.397)
C (7.315, -41.318, 61.781)
H (9.308, -41.901, 62.033)
H (8.365, -44.703, 61.307)
H (5.699, -44.116, 61.067)
H (5.226, -41.796, 61.427)
H (7.271, -40.177, 61.888)
C (10.427, -44.072, 59.198)
C (11.806, -44.478, 58.487)
C (11.551, -44.440, 57.175)
N (10.289, -43.843, 56.936)
C (9.645, -43.603, 58.212)
H (10.247, -43.930, 60.253)
H (12.886, -44.770, 58.895)
H (12.210, -44.484, 56.257)
H (9.997, -43.574, 56.076)
H (8.646, -43.109, 58.246)
C (12.035, -38.832, 53.962)
C (12.852, -39.629, 54.944)
C (12.145, -39.715, 56.209)
N (10.902, -39.146, 55.872)
C (10.851, -38.572, 54.647)
H (12.078, -38.613, 52.866)
H (13.853, -40.142, 55.010)
H (12.480, -40.095, 57.227)
H (10.255, -39.077, 56.757)
H (9.871, -38.040, 54.329)
C (10.182, -35.309, 54.275)
C (9.461, -34.016, 54.501)
C (9.887, -33.623, 55.825)
N (10.762, -34.487, 56.369)
C (11.072, -35.434, 55.313)
H (10.234, -35.846, 53.245)
H (8.715, -33.405, 53.873)
H (9.423, -32.802, 56.483)
H (11.190, -34.494, 57.179)
H (11.882, -36.100, 55.236)
C (8.625, -37.627, 63.614)
C (9.040, -36.228, 63.121)
C (10.257, -36.545, 62.435)
N (10.514, -37.856, 62.533)
C (9.615, -38.551, 63.309)
H (7.752, -37.960, 64.343)
H (8.664, -35.180, 63.414)
H (10.731, -35.656, 61.777)
H (11.198, -38.213, 62.011)
H (9.843, -39.571, 63.577)
C (8.324, -32.323, 59.603)
C (8.115, -33.743, 59.142)
C (6.862, -33.934, 58.583)
N (6.267, -32.673, 58.796)
C (7.175, -31.642, 59.381)
H (9.220, -31.891, 59.904)
H (8.895, -34.569, 59.141)
H (6.379, -34.838, 58.046)
H (5.386, -32.263, 58.685)
H (6.853, -30.627, 59.531)
C (5.973, -37.180, 54.867)
C (5.230, -38.521, 54.685)
C (5.864, -39.185, 53.701)
N (6.782, -38.314, 53.113)
C (6.944, -37.099, 53.793)
H (5.501, -36.407, 55.465)
H (4.407, -38.798, 55.398)
H (5.499, -40.185, 53.261)
H (7.222, -38.453, 52.209)
H (7.861, -36.456, 53.739)
C (5.055, -41.566, 56.854)
C (5.804, -42.692, 57.665)
C (5.772, -43.881, 57.001)
N (4.991, -43.574, 55.835)
C (4.626, -42.223, 55.714)
H (4.670, -40.567, 57.082)
H (6.263, -42.584, 58.660)
H (6.142, -44.697, 57.160)
H (4.771, -44.075, 54.940)
H (3.722, -41.897, 54.961)

Computed properties:
SMILES string: c1cc[nH]c1.c1cc[nH]c1.c1cc[nH]c1.c1cc[nH]c1.c1cc[nH]c1.c1cc[nH]c1.c1cc[nH]c1.c1cc[nH]c1.c1cc[nH]c1.c1cc[nH]c1.c1cc[nH]c1.c1cc[nH]c1
Spin multiplicity: 1
Kohn-Sham gap (eV): 8.613

---

(Q)
Here is a cluster of 12 separate species, C48H60N12 in total from the Open Molecules 2025 dataset. Energies are from ωB97M-V/def2-TZVPD.

Geometry (Å):
C (15.090, -6.364, 3.265)
C (15.795, -7.588, 3.309)
C (17.132, -7.206, 3.865)
N (17.129, -5.754, 3.983)
C (15.912, -5.220, 3.572)
H (14.116, -6.160, 2.889)
H (15.452, -8.579, 2.984)
H (18.144, -7.601, 4.125)
H (18.040, -5.258, 4.093)
H (15.723, -4.117, 3.580)
C (18.298, -14.281, 6.794)
C (19.441, -15.056, 6.835)
C (20.465, -14.211, 7.559)
N (19.678, -13.127, 8.054)
C (18.441, -13.068, 7.444)
H (17.337, -14.650, 6.430)
H (19.517, -16.100, 6.550)
H (21.435, -14.558, 7.892)
H (20.105, -12.394, 8.671)
H (17.704, -12.306, 7.672)
C (18.282, -18.207, 5.711)
C (17.120, -17.371, 5.747)
C (16.868, -16.760, 4.553)
N (18.049, -16.923, 3.788)
C (18.834, -17.991, 4.250)
H (18.601, -18.824, 6.530)
H (16.406, -17.398, 6.544)
H (15.941, -16.162, 4.278)
H (18.111, -16.710, 2.771)
H (19.655, -18.505, 3.819)
C (15.905, -9.408, 6.818)
C (14.820, -10.031, 6.163)
C (14.389, -11.065, 7.109)
N (15.307, -10.983, 8.108)
C (16.262, -9.984, 8.034)
H (16.450, -8.517, 6.392)
H (14.339, -9.906, 5.236)
H (13.486, -11.700, 7.138)
H (15.202, -11.490, 9.027)
H (17.005, -9.827, 8.748)
C (19.167, -9.679, 6.022)
C (19.598, -8.339, 6.358)
C (21.097, -8.280, 6.025)
N (21.350, -9.638, 5.698)
C (20.199, -10.415, 5.605)
H (18.222, -10.202, 6.192)
H (18.881, -7.505, 6.670)
H (21.944, -7.606, 6.100)
H (22.235, -10.108, 5.395)
H (20.106, -11.446, 5.366)
C (19.161, -16.847, 0.720)
C (18.203, -17.907, 0.534)
C (16.880, -17.452, 1.027)
N (17.109, -16.079, 1.144)
C (18.473, -15.683, 1.114)
H (20.217, -16.908, 0.469)
H (18.594, -18.913, 0.131)
H (15.861, -17.925, 1.184)
H (16.399, -15.458, 1.464)
H (18.839, -14.681, 1.386)
C (16.740, -13.438, 3.562)
C (16.941, -12.330, 4.348)
C (16.517, -11.190, 3.664)
N (15.922, -11.618, 2.469)
C (16.014, -12.962, 2.304)
H (16.973, -14.522, 3.687)
H (17.307, -12.314, 5.366)
H (16.612, -10.141, 4.007)
H (15.668, -11.012, 1.691)
H (15.644, -13.391, 1.324)
C (21.398, -14.806, 2.864)
C (20.335, -14.000, 3.377)
C (20.210, -12.895, 2.386)
N (21.299, -13.002, 1.503)
C (22.070, -14.148, 1.896)
H (21.745, -15.718, 3.285)
H (19.633, -14.249, 4.218)
H (19.377, -12.087, 2.414)
H (21.549, -12.394, 0.741)
H (22.849, -14.537, 1.248)
C (13.441, -10.502, 0.472)
C (14.320, -9.398, 0.691)
C (15.635, -9.776, -0.004)
N (15.305, -11.109, -0.435)
C (14.053, -11.461, -0.298)
H (12.424, -10.507, 0.952)
H (14.036, -8.429, 1.110)
H (16.587, -9.308, -0.205)
H (15.958, -11.787, -0.941)
H (13.748, -12.446, -0.688)
C (20.251, -9.163, 2.117)
C (18.991, -9.195, 1.401)
C (19.019, -8.169, 0.346)
N (20.267, -7.697, 0.434)
C (20.973, -8.118, 1.533)
H (20.530, -9.785, 2.917)
H (18.222, -9.924, 1.596)
H (18.439, -7.747, -0.499)
H (20.765, -7.122, -0.267)
H (21.958, -7.625, 1.598)
C (13.582, -17.294, 2.791)
C (13.698, -15.918, 2.498)
C (13.216, -15.684, 1.229)
N (12.827, -16.853, 0.712)
C (13.023, -17.960, 1.509)
H (13.799, -17.855, 3.727)
H (14.080, -15.138, 3.057)
H (13.107, -14.766, 0.623)
H (12.362, -16.792, -0.216)
H (12.825, -19.040, 1.270)
C (18.099, -12.178, -0.622)
C (18.031, -11.132, -1.599)
C (17.199, -11.647, -2.718)
N (16.921, -12.931, -2.309)
C (17.380, -13.265, -1.080)
H (18.706, -12.083, 0.262)
H (18.629, -10.229, -1.705)
H (16.765, -11.311, -3.685)
H (16.478, -13.641, -2.935)
H (17.237, -14.341, -0.720)

Computed properties:
SMILES string: c1cc[nH]c1.c1cc[nH]c1.c1cc[nH]c1.c1cc[nH]c1.c1cc[nH]c1.c1cc[nH]c1.c1cc[nH]c1.c1cc[nH]c1.c1cc[nH]c1.c1cc[nH]c1.c1cc[nH]c1.c1cc[nH]c1
Spin multiplicity: 1
Kohn-Sham gap (eV): 7.537

---

It is (Q) that is the most stable of them.

---

(P)
Here is an isolated molecule of C5H6OS from the Open Molecules 2025 dataset. Energies are from ωB97M-V/def2-TZVPD.

Geometry (Å):
C (-0.076, 0.521, -1.515)
C (0.490, -0.693, -1.418)
C (0.629, -1.421, -0.147)
O (-0.589, -1.527, 0.633)
C (0.467, -0.777, 1.163)
C (0.362, 0.725, 1.261)
S (-0.664, 1.482, -0.098)
H (-0.196, 0.988, -2.510)
H (0.870, -1.159, -2.327)
H (1.244, -2.328, -0.177)
H (1.042, -1.285, 1.941)
H (1.357, 1.188, 1.358)
H (-0.218, 0.963, 2.164)

Computed properties:
SMILES string: C1=C[C@@H]2O[C@@H]2CS1
Spin multiplicity: 1
Kohn-Sham gap (eV): 9.279

---

(Q)
Here is an isolated molecule of C5H6OS from the Open Molecules 2025 dataset. Energies are from ωB97M-V/def2-TZVPD.

Geometry (Å):
C (2.699, -0.721, -0.041)
C (1.554, -0.408, 0.058)
C (0.144, -0.056, 0.039)
S (-0.094, 1.733, -0.024)
C (-0.787, -0.796, -1.037)
O (-1.754, -1.089, -0.038)
C (-0.863, -0.732, 1.038)
H (3.676, -0.967, 0.211)
H (-1.464, 1.726, 0.104)
H (-1.134, -0.118, -1.840)
H (-0.251, -1.650, -1.418)
H (-0.435, -1.622, 1.484)
H (-1.338, -0.112, 1.818)

Computed properties:
SMILES string: C#CC1(S)COC1
Spin multiplicity: 1
Kohn-Sham gap (eV): 10.073

---

It is (P) that is the most stable of them.

---

(P)
Here is a structure of composition C5H6OS from the Open Molecules 2025 dataset. Energies are from ωB97M-V/def2-TZVPD.

Geometry (Å):
C (-0.148, 1.418, -0.085)
C (-0.259, 0.377, 1.041)
C (-0.264, 0.234, -1.069)
C (0.960, -0.614, -0.681)
C (0.954, -0.529, 0.749)
H (-0.978, 2.097, -0.156)
H (0.787, 1.999, -0.109)
H (-0.531, 0.616, 2.067)
H (-0.422, 0.378, -2.129)
H (1.233, -1.559, -1.253)
H (1.258, -1.314, 1.472)
O (2.017, 0.055, -0.003)
S (-1.559, -0.498, 0.025)

Computed properties:
Spin multiplicity: 1
Kohn-Sham gap (eV): 9.556

---

(Q)
Here is a structure of composition C5H6OS from the Open Molecules 2025 dataset. Energies are from ωB97M-V/def2-TZVPD.

Geometry (Å):
C (0.160, -0.955, -0.176)
C (-0.697, 0.010, -1.019)
C (-0.433, -0.122, 1.004)
C (0.161, 1.231, 0.719)
C (-0.130, 1.344, -0.630)
H (2.048, -1.080, 0.853)
H (-0.283, -2.050, -0.422)
H (-0.767, -0.269, -2.085)
H (-0.418, -0.694, 1.993)
H (0.637, 1.753, 1.398)
H (0.132, 1.923, -1.493)
O (1.569, -0.750, -0.230)
S (-1.981, -0.340, 0.088)

Computed properties:
Spin multiplicity: 1
Kohn-Sham gap (eV): 9.037

---

It is (P) that is the most stable of them.